[1]
Entry from the OMol25 dataset: a 13-piece molecular cluster, C34H102N8O13 overall (ωB97M-V with the def2-TZVPD basis set).

energy above the lowest of the compared OMol25 structures with the same formula, charge and spin: 20.95 kJ/mol
Kohn-Sham gap: 9.48 eV
HOMO: -8.95 eV
LUMO: 0.53 eV

Last column: Löwdin charge in e.
Cartesian coordinates (Å):
O (3.303496, -4.381261, -1.042747)  -0.185
C (2.100540, 5.164776, -2.950756)  -0.062
C (0.585117, -0.558043, -0.843036)  -0.203
H (-6.450879, 1.292163, -1.236654)  0.070
H (4.783376, 3.234018, -1.268988)  0.050
C (4.228195, -4.176033, 1.166138)  -0.437
H (-5.034407, 4.608551, -1.354693)  0.128
H (3.523229, -2.926100, 2.771799)  0.058
O (-0.643031, -3.877145, 0.464873)  -0.216
H (-2.755079, 2.403233, 3.378970)  0.118
C (-1.108046, -4.572892, 1.614284)  -0.199
C (-5.250977, 2.330459, -2.945730)  -0.064
H (0.500416, 1.193123, -6.916253)  0.058
N (-2.651166, -1.170462, 3.499894)  0.087
O (1.346291, -0.612468, -2.020246)  -0.209
O (-1.212324, 2.762932, -4.100100)  -0.089
N (5.310448, -3.314230, 0.732866)  0.056
H (-1.271517, -1.627015, 0.515670)  0.046
H (2.151345, 6.061702, -2.311653)  0.084
H (-0.981439, 4.347792, 0.293357)  0.089
C (5.455873, 2.384092, -1.152906)  -0.089
H (-1.152350, -5.665484, 1.439472)  0.139
H (-1.356387, -5.293228, -0.904927)  0.089
H (-2.501698, -4.044840, -0.697965)  0.100
H (2.980917, 5.219768, -3.616671)  0.089
C (-0.710625, -2.397243, 7.690715)  -0.125
H (3.998032, -3.413274, -7.100614)  0.073
H (-2.413561, 0.511501, -2.216416)  0.054
H (5.720585, 3.226446, 1.204240)  0.145
N (0.270310, -2.967396, 2.810573)  0.070
O (-1.204346, -1.486001, 6.778818)  -0.186
C (2.189132, -4.258494, -1.918448)  -0.061
O (-3.085240, 4.015036, -1.821779)  -0.217
H (4.012203, 3.325573, 0.743635)  0.106
H (-0.057427, -1.226656, -6.955006)  0.129
H (-0.116284, 2.351650, 3.779508)  0.093
H (0.097688, -4.819190, 4.847253)  0.068
H (0.835808, -4.987700, 2.464549)  0.110
H (4.646544, -5.191465, 0.975321)  0.150
C (-0.629431, -4.871683, 4.066346)  -0.040
H (-3.133962, 1.023497, 5.127037)  0.066
H (1.869333, 0.251624, -7.302764)  0.060
H (2.151184, -3.206447, -2.163130)  0.071
H (0.053992, -3.112803, 7.300269)  0.090
C (4.761677, 2.611589, 1.059018)  -0.214
H (2.063730, -1.357601, -4.730041)  0.128
H (2.984767, -4.640632, 2.797511)  0.073
H (-1.555164, -2.976245, 8.064738)  0.086
C (-1.896985, -2.010586, 5.674898)  -0.229
O (-2.444605, 1.964168, 1.356323)  -0.129
H (2.643232, 0.369269, 2.656782)  0.071
N (-1.674075, -0.817590, 0.045918)  0.057
C (-0.059908, -4.379374, 2.687016)  -0.420
N (-0.576427, -0.710956, -5.014471)  0.062
H (6.383507, 2.933473, -0.951966)  0.086
H (-1.413850, 3.611940, -4.524473)  0.049
H (-1.051743, -1.451429, -1.862458)  0.128
H (-4.979025, -1.519073, 1.031399)  0.005
H (0.431002, 4.113751, 1.315192)  0.067
H (-3.199019, 5.905038, -2.658487)  0.114
H (-0.176789, 5.704364, 1.280894)  0.099
H (2.139861, -4.610147, 0.712446)  0.117
H (5.453821, 1.729656, -2.048606)  0.105
H (-1.799729, -1.544925, 3.083804)  0.040
H (1.793537, 0.905468, -5.703695)  0.071
H (-5.651902, 1.355886, -3.127271)  0.073
N (4.041453, 2.536967, 3.400290)  0.036
H (-0.908319, 0.225300, -5.074096)  0.034
H (2.652582, -2.951351, 0.295158)  0.112
C (0.462816, -0.854026, -6.065954)  -0.378
O (-5.168483, 1.469385, 2.038210)  -0.105
C (-1.407544, -4.224692, -0.690993)  -0.098
C (-1.433491, 0.640753, -1.896821)  -0.045
H (-6.015323, 3.070956, -3.206808)  0.095
H (0.862018, -2.877700, 3.613714)  0.071
N (2.098577, 2.820963, -2.951792)  0.075
H (5.165675, -2.378393, 1.054212)  0.056
H (-5.361398, 0.533977, 2.305773)  0.027
C (-0.626295, 1.893741, 2.906239)  -0.068
H (-1.499768, 2.888727, -3.134698)  0.033
C (3.077262, 0.844659, 1.783259)  -0.039
H (4.677093, -4.100021, 3.364685)  0.100
H (-4.225173, -0.239072, 5.445626)  0.046
H (3.427304, 0.091000, 1.053194)  0.064
C (1.184169, 0.480906, -6.506280)  -0.043
H (-5.659348, 1.514901, 1.181869)  0.011
H (5.067984, 1.062949, 2.598661)  0.131
H (-0.790558, 0.808042, -2.758327)  0.055
H (0.027776, 1.947800, 2.051159)  0.033
C (2.990515, -4.016195, 0.284595)  -0.229
H (-6.832773, 2.729788, -0.782055)  0.099
H (-3.314209, -1.459756, -0.441946)  0.020
H (-1.298642, -2.728722, 5.175608)  0.062
C (2.185168, 3.945398, -2.090418)  -0.467
H (3.329379, -3.694008, -5.549569)  0.046
H (3.185235, -0.367160, -2.781437)  0.068
H (3.191108, -1.349176, -1.291382)  0.092
H (2.013848, 1.947915, -2.437052)  0.047
H (-1.543293, -4.320347, 4.219286)  0.055
H (-1.467049, -0.025270, 0.714423)  0.083
H (5.515768, -3.253049, -0.215832)  0.045
O (-5.498198, -1.388635, 1.853496)  -0.073
C (2.750539, -0.467586, -1.826600)  -0.086
H (-3.427814, 1.818960, 1.428064)  0.055
C (-2.210584, -0.807823, 4.866877)  -0.443
H (-0.995063, -5.900792, 4.039448)  0.083
C (-0.038139, 4.830672, 0.646158)  -0.128
H (-1.617937, 5.195972, -2.245197)  0.049
H (-1.927911, 3.631104, 2.381716)  0.098
H (-3.006143, 0.082608, 6.666583)  0.104
H (-2.428915, 5.904778, -0.970028)  0.101
H (1.176620, 3.186179, -0.373045)  0.110
C (-4.340023, 3.814669, -1.116235)  -0.137
H (4.273500, -2.228430, -5.826899)  0.109
H (2.927493, 0.486800, -1.286940)  0.073
C (0.980161, 3.962632, -1.139147)  -0.228
H (1.228511, 2.932862, -3.480009)  0.064
H (0.754832, -2.530805, 2.033523)  0.058
H (-5.213271, -1.983929, 2.532249)  0.021
H (3.072029, 3.956855, -1.424054)  0.116
H (0.863541, 0.345901, -0.245317)  0.127
H (-1.298654, -0.209881, 4.875558)  0.120
C (-1.988944, 2.534171, 2.542456)  -0.317
N (-6.055326, 2.057628, -0.706494)  0.035
C (-4.863487, 2.440464, -1.530707)  -0.429
C (4.290607, 1.723654, 2.237652)  -0.413
O (5.068455, 1.699839, 0.037699)  -0.220
H (1.142163, 5.227108, -3.503922)  0.091
H (-2.873244, -2.534612, 5.860417)  0.152
C (1.549943, -1.846846, -5.630112)  -0.263
H (-3.094713, -0.455699, 2.963309)  0.041
O (-4.267280, -1.727339, -0.663182)  -0.106
C (-2.605715, 5.318060, -1.893233)  -0.126
H (1.292981, -4.571999, -1.428262)  0.062
H (0.080159, 3.560467, -1.655557)  0.111
H (-0.236765, -1.848466, 8.525913)  0.096
H (-0.762086, 0.868655, 3.120768)  0.024
H (2.444584, -4.930982, -2.719677)  0.092
C (3.534629, -2.971304, -6.253274)  -0.059
H (-4.364830, 2.577309, -3.544761)  0.086
H (0.783501, -1.485063, -0.212095)  0.125
H (-4.107518, 1.689931, -1.269935)  0.124
O (0.708717, 5.169868, -0.482601)  -0.156
H (1.133833, -2.753132, -5.179667)  0.121
O (2.348272, -2.249497, -6.685633)  -0.173
C (-3.249814, 0.034646, 5.573010)  -0.034
H (2.321926, 1.542899, 1.357085)  0.061
H (3.175613, 3.042904, 3.352279)  0.065
C (3.842508, -3.945620, 2.618550)  -0.060
H (-0.191393, -0.827151, -4.092147)  0.027
H (-4.155638, 3.726896, -0.049197)  0.118
H (-4.612306, -1.125526, -1.344543)  0.041
H (-0.949077, -3.751661, -1.502764)  0.054
C (-0.874325, -0.594426, -1.220726)  -0.370
H (-2.072036, -4.178579, 1.956600)  0.134
H (4.813173, 3.083211, 3.694703)  0.061
H (-1.404993, 1.516467, -1.241233)  0.081

Atoms 1-6, force components in eV/Å:
0.04 -0.46 0.86
0.84 1.60 -0.02
0.60 -0.59 0.47
-0.09 -0.55 0.33
-0.42 -0.23 -0.61
0.60 -0.46 -1.25

=====

[2]
Entry from the OMol25 dataset: C6H6O3S as an isolated structure (ωB97M-V with the def2-TZVPD basis set).

energy above the lowest of the compared OMol25 structures with the same formula, charge and spin: 519.55 kJ/mol
Kohn-Sham gap: 9.11 eV
HOMO: -8.94 eV
LUMO: 0.17 eV

Last column: natural (NBO) charge in e.
Cartesian coordinates (Å):
O (1.043010, -0.469419, 0.994548)  -0.509
C (0.720403, 0.917903, 0.728884)  -0.078
C (-0.885773, -1.722852, 0.199812)  -0.066
C (0.703828, -0.393475, -1.351493)  0.602
C (-2.008378, -2.178369, 0.339871)  -0.205
C (0.461674, 1.040065, -0.712114)  -0.591
H (-3.379835, -3.893923, -0.010274)  0.120
C (0.518054, -1.213079, 0.048001)  0.369
H (1.079229, 1.837228, -1.371704)  0.254
H (-0.180909, 1.122610, 1.289079)  0.189
H (2.027661, -2.004457, 1.003235)  0.474
O (0.500804, -0.719460, -2.468152)  -0.459
H (-0.563145, 1.464424, -0.953643)  0.266
S (-3.475653, -2.886275, 0.709623)  0.131
O (1.322515, -2.576469, 0.132387)  -0.697
H (1.510361, 1.354613, 1.121845)  0.199

Atoms 1-6, force components in eV/Å:
0.01 1.34 1.39
-3.01 -2.12 -0.24
-0.88 0.46 0.13
-3.35 0.95 3.00
2.30 0.62 -0.25
1.10 2.65 -4.54

=====

[3]
Entry from the OMol25 dataset: a 3-piece molecular cluster, C3H11NO2 overall (ωB97M-V with the def2-TZVPD basis set).

energy above the lowest of the compared OMol25 structures with the same formula, charge and spin: 164.27 kJ/mol
Kohn-Sham gap: 10.40 eV
HOMO: -9.57 eV
LUMO: 0.83 eV
structure (SMILES): C=NCC.O.O

Last column: natural (NBO) charge in e.
Cartesian coordinates (Å):
C (-1.546107, 0.540189, -0.439284)  -0.253
O (1.748901, -5.054556, 2.423318)  -1.005
C (-0.474647, 2.294292, 0.740642)  -0.088
H (0.980199, -5.100245, 2.981876)  0.502
H (-2.215488, 0.166689, 0.376121)  0.212
H (-1.020479, 3.105531, 0.251327)  0.145
C (-2.243177, 1.535264, -1.353241)  -0.646
H (-1.109131, -0.311863, -1.003198)  0.198
H (0.286775, 2.618657, 1.447223)  0.172
N (-0.506560, 1.065927, 0.448132)  -0.378
H (-2.945049, 1.177411, -2.087445)  0.228
H (2.318391, -5.742431, 2.080514)  0.503
O (4.000547, -0.094350, -0.960611)  -0.932
H (3.622868, 0.198168, -1.791208)  0.463
H (-1.417818, 2.169162, -1.731907)  0.209
H (3.367919, -0.761149, -0.680475)  0.468
H (-2.847139, 2.193307, -0.701779)  0.202

Atoms 1-6, force components in eV/Å:
-0.27 -0.82 0.67
0.84 2.19 -0.84
0.86 -0.01 -0.40
0.16 -1.44 0.03
0.00 -0.35 -1.15
-0.37 -0.21 0.09

=====

[4]
Entry from the OMol25 dataset: a 7-piece molecular cluster, H14S7 overall (ωB97M-V with the def2-TZVPD basis set).

total charge: -1
<S²>: 0.7505
spin multiplicity: 2
Kohn-Sham gap (spin up / spin down): 1.61 / 9.21 eV
HOMO (spin up / spin down): 0.73 / -6.67 eV
LUMO (spin up / spin down): 2.34 / 2.54 eV

Last column: natural (NBO) charge in e.
Cartesian coordinates (Å):
S (-0.036177, 5.072502, 2.440128)  -0.462
S (5.236817, 0.665457, 3.501599)  -0.358
S (-2.840084, 1.820082, -6.631528)  -0.350
S (-1.104069, -5.904642, 1.587131)  -0.365
H (-2.138892, -6.701268, 1.158428)  0.138
H (-3.558322, 0.789179, -6.205896)  0.136
S (-4.292516, -0.021488, 0.948884)  -0.425
H (0.310879, 5.090263, 3.759163)  0.119
S (1.881701, 1.941938, -0.211619)  -0.432
H (-3.943771, -1.151929, 0.445550)  0.116
H (2.391979, 3.180244, 0.062049)  0.125
H (0.880900, -2.987165, -3.705937)  0.130
H (-1.262890, -5.786506, 2.857154)  0.123
H (-1.856162, 0.898272, -6.468088)  0.140
H (5.249755, 1.964909, 3.145870)  0.139
S (2.197601, -3.134284, -3.337762)  -0.401
H (4.210723, 0.751162, 4.412260)  0.139
H (-0.178215, 6.523985, 2.482426)  0.099
H (0.936251, 2.010891, 0.749878)  0.123
H (2.051931, -4.576833, -3.256464)  0.134
H (-4.137439, -0.444768, 2.266783)  0.130

Atoms 1-6, force components in eV/Å:
-0.03 2.08 0.73
-0.36 -0.06 0.45
0.61 -0.79 0.12
0.47 -0.16 -2.57
0.40 0.46 0.98
-0.89 0.05 0.13